The following is a DFT calculation (ωB97M-V/def2-TZVPD) of a structure of composition C5H9NS2 in a non-equilibrium geometry.

XYZ file:
```
17
Properties=species:S:1:pos:R:3:mulliken_charge:R:1
C -1.347 -0.399 -0.099 -0.2657
C -0.500 -0.432 1.224 -0.8870
C 0.862 -0.643 0.580 -0.1616
C -0.107 -0.374 -1.097 -0.4880
C 1.023 0.461 -0.461 -0.0454
H -1.987 1.986 0.293 0.0737
H -1.933 -1.306 -0.391 0.3538
H -0.601 0.527 1.768 0.3194
H -0.794 -1.253 1.926 0.2968
H 1.636 -0.899 1.337 0.4441
H 1.234 -1.826 -1.133 0.2570
H -0.301 -0.355 -2.147 0.5251
H 1.941 0.299 -0.999 0.3877
H 2.191 2.613 0.039 0.1446
N 0.491 -1.576 -0.542 -0.5624
S -2.592 0.934 -0.234 -0.1722
S 0.783 2.244 -0.065 -0.2198
```

Spin multiplicity: 1
Max |F|: 0.0459 hartree/bohr
Charge: 0

=====

The following is a DFT calculation (ωB97M-V/def2-TZVPD) of the molecule C5H9NS2 in a non-equilibrium geometry.

XYZ file:
```
17
Properties=species:S:1:pos:R:3:mulliken_charge:R:1
C 2.024 1.183 -1.274 -0.9580
C 0.139 0.858 0.289 0.1313
C -0.951 -0.093 0.840 -0.1328
C -0.360 -1.539 1.090 -0.8196
C -2.074 -0.537 -0.122 -0.7630
H 1.746 2.142 -1.601 0.3375
H 2.873 1.342 -0.577 0.2952
H 2.256 0.490 -2.065 0.3393
H 0.892 -0.548 -0.976 0.3231
H -1.358 0.445 1.712 0.5067
H 0.703 -1.714 0.897 0.3636
H -0.466 -1.864 2.133 0.3334
H -3.035 -0.486 0.332 0.3547
H -2.057 -0.046 -1.069 0.3658
N 0.920 0.451 -0.678 -0.1803
S 0.268 2.272 1.186 -0.3391
S -1.520 -2.355 -0.117 -0.1578
```

Structure (SMILES): CNC(=S)C1CSC1
Spin multiplicity: 1
Max |F|: 0.0544 hartree/bohr
Charge: 0

=====

These records have relative energy (zero: lowest compared OMol25 entry of this formula, charge and spin) values of 44.31 25.97 kcal/mol, in the order they appear.
These records have HOMO-LUMO gap values of 9.4 8.7 eV, in the order they appear.